No. 1
{
  "formula": "C2H8N4",
  "method": "the ωB97M-V functional and the def2-TZVPD basis",
  "e_tot_ev": -8162.2377,
  "lumo_ev": 0.66,
  "de_lowest_kcal_mol": 46.44,
  "smiles": "[H]/N=C/N.[H]/N=C/N",
  "gap_ev": 9.38,
  "total_charge": 0,
  "spin_multiplicity": 1,
  "symbols": ["N", "N", "N", "N", "C", "C", "H", "H", "H", "H", "H", "H", "H", "H"],
  "coordinates": [[0.411282, 0.960105, -0.417689], [-2.103391, -0.217884, 1.120809], [-0.996410, -1.689395, -0.074524], [2.543408, 1.751610, -1.056217], [-1.381422, -1.250357, 1.145466], [1.674692, 0.767822, -0.824486], [1.879697, -0.290317, -0.966045], [-1.123428, -2.697976, -0.169288], [-1.143584, -1.928986, 1.971958], [-2.941623, -0.227839, 1.820353], [3.588070, 1.349554, -1.000327], [0.060310, 0.242337, 0.222619], [-1.295352, -1.038129, -0.736198], [0.232067, 1.855511, -0.075601]],
  "forces_ev_per_a": [[-0.8, -1.3, 0.1], [-3.3, 0.8, 1.9], [2.4, -2.1, 1.0], [0.6, -3.0, 1.4], [-1.6, -0.9, 0.1], [3.3, 1.8, -0.6], [0.4, -0.2, 0.2], [0.4, 0.7, -0.5], [-0.3, 0.1, 0.1], [2.9, 0.6, -0.6], [-3.2, 0.8, -0.9], [0.2, 0.6, -0.8], [-0.8, 0.4, -1.8], [-0.4, 1.7, 0.5]],
  "lowdin_charge": [0.072, 0.034, 0.049, -0.004, -0.418, -0.399, 0.100, 0.110, 0.119, 0.097, 0.070, 0.033, 0.064, 0.073]
}


No. 2
{
  "formula": "C23H24FN3O2",
  "method": "the ωB97M-V functional and the def2-TZVPD basis",
  "e_tot_ev": -35525.1887,
  "lumo_ev": 0.38,
  "de_lowest_kcal_mol": 0.00,
  "smiles": "O=C(NCCc1c[nH]c2ccccc12)C1CCN(C(=O)c2ccc(F)cc2)CC1",
  "gap_ev": 8.64,
  "total_charge": 0,
  "spin_multiplicity": 1,
  "symbols": ["F", "O", "O", "N", "N", "N", "C", "C", "C", "C", "C", "C", "C", "C", "C", "C", "C", "C", "C", "C", "C", "C", "C", "C", "C", "C", "C", "C", "C", "H", "H", "H", "H", "H", "H", "H", "H", "H", "H", "H", "H", "H", "H", "H", "H", "H", "H", "H", "H", "H", "H", "H", "H"],
  "coordinates": [[-5.514933, -4.290744, 0.415052], [0.380514, 3.272924, 0.895754], [-4.981718, 1.889849, -0.478888], [1.844363, 1.900774, -0.124735], [-2.848865, 1.479466, 0.140001], [2.320562, -2.447392, 0.067096], [-5.179405, -2.422708, -0.979207], [2.885657, -0.522568, 1.073007], [-1.534494, 3.072489, -1.182704], [-5.165601, -2.993815, 0.280140], [3.635644, -2.239564, -0.234952], [4.518221, -2.998217, -0.993528], [6.215159, -1.339446, -0.521090], [5.807356, -2.531020, -1.127906], [2.858775, 1.974531, 0.901338], [2.800862, 0.756237, 1.838682], [-4.113234, 1.102845, -0.149434], [1.878706, -1.417091, 0.855234], [-1.726812, 0.587521, 0.292872], [-0.820012, 0.683378, -0.938052], [-4.814930, -1.094509, -1.109022], [5.345353, -0.582870, 0.230457], [0.640466, 2.502292, -0.003869], [-4.433491, -0.952860, 1.261354], [-2.461794, 2.870546, 0.015404], [-4.425530, -0.358480, 0.003361], [4.030994, -1.026772, 0.379761], [-0.330592, 2.126546, -1.127258], [-4.804585, -2.277210, 1.407232], [-2.077938, -0.437519, 0.421463], [0.221215, 2.195078, -2.072104], [-4.821543, -2.753918, 2.374618], [-2.090243, 2.886457, -2.104418], [0.022641, -0.001792, -0.824394], [1.862972, 0.783255, 2.396007], [4.203415, -3.922173, -1.456047], [3.627428, 0.825522, 2.548367], [1.985273, 1.206778, -0.841522], [-3.372856, 3.458048, -0.105242], [6.520796, -3.096045, -1.708961], [3.836089, 2.033231, 0.417236], [-1.390558, 0.380677, -1.819651], [-4.157095, -0.372531, 2.129194], [5.673957, 0.331145, 0.702402], [-4.834059, -0.620470, -2.078550], [-1.164629, 0.887271, 1.184852], [7.236862, -1.012934, -0.647153], [-1.945117, 3.174943, 0.928899], [-1.188278, 4.105992, -1.188052], [0.868545, -1.401176, 1.219824], [1.779607, -3.251834, -0.199570], [2.675329, 2.888756, 1.469003], [-5.478424, -3.010872, -1.832322]],
  "forces_ev_per_a": [[0.0, 0.1, 0.0], [-0.1, 0.3, 0.4], [-0.2, 0.1, -0.2], [0.4, -0.1, 0.0], [0.1, 0.1, 0.2], [-0.2, -0.3, -0.1], [0.0, -0.2, 0.1], [-0.3, 0.0, 0.2], [0.1, 0.0, 0.2], [0.1, 0.1, 0.0], [0.4, 0.3, 0.0], [0.0, -0.1, -0.1], [0.2, 0.2, 0.0], [-0.1, -0.1, -0.1], [-0.1, 0.0, 0.3], [0.0, 0.1, -0.2], [-0.1, -0.2, 0.1], [0.1, 0.3, 0.2], [0.3, -0.4, -0.2], [0.0, 0.0, 0.2], [0.1, 0.1, 0.2], [0.0, 0.0, 0.0], [0.0, -0.2, -0.7], [0.0, 0.0, -0.2], [-0.2, 0.5, -0.1], [-0.2, 0.0, 0.0], [-0.1, -0.4, -0.2], [-0.2, 0.1, -0.1], [-0.1, -0.2, -0.1], [0.1, 0.2, 0.0], [0.0, 0.0, 0.1], [0.0, -0.1, 0.1], [0.0, 0.0, 0.0], [0.0, 0.0, 0.0], [0.0, 0.1, 0.1], [0.0, -0.1, -0.1], [0.0, 0.0, 0.1], [-0.1, 0.1, 0.0], [0.1, -0.1, 0.1], [0.0, -0.1, -0.1], [0.0, 0.0, 0.1], [0.0, 0.0, 0.0], [0.0, 0.1, 0.1], [0.1, 0.1, 0.0], [0.0, 0.1, -0.1], [0.0, -0.1, 0.0], [0.1, 0.0, 0.0], [-0.1, 0.0, -0.1], [0.0, 0.0, -0.1], [-0.2, 0.0, 0.1], [0.1, 0.1, 0.0], [0.1, -0.1, -0.1], [0.0, -0.1, -0.1]],
  "lowdin_charge": [0.056, 0.070, 0.076, 0.073, -0.038, 0.082, 0.001, -0.198, -0.112, -0.275, -0.213, -0.024, -0.099, -0.098, -0.163, -0.117, -0.430, -0.062, -0.135, -0.114, -0.009, -0.029, -0.468, -0.028, -0.124, -0.159, -0.132, -0.228, 0.000, 0.117, 0.146, 0.118, 0.124, 0.094, 0.118, 0.107, 0.119, 0.140, 0.124, 0.099, 0.116, 0.126, 0.126, 0.107, 0.124, 0.133, 0.098, 0.122, 0.123, 0.121, 0.156, 0.120, 0.118]
}


No. 3
{
  "formula": "C5H13NO2",
  "method": "the ωB97M-V functional and the def2-TZVPD basis",
  "e_tot_ev": -10980.4130,
  "lumo_ev": 0.54,
  "de_lowest_kcal_mol": 33.81,
  "smiles": "CCC(=O)O.CCN",
  "gap_ev": 10.02,
  "total_charge": 0,
  "spin_multiplicity": 1,
  "symbols": ["O", "O", "N", "C", "C", "C", "C", "C", "H", "H", "H", "H", "H", "H", "H", "H", "H", "H", "H", "H", "H"],
  "coordinates": [[-2.205576, -1.297919, -0.894549], [-2.423998, -0.383375, -2.875391], [0.335605, -0.044366, 2.493494], [-1.255800, 0.927818, -1.221085], [1.634654, -0.176637, 1.790892], [-0.402964, 1.678019, -2.251122], [1.901023, -1.638014, 1.419598], [-1.991599, -0.242438, -1.770371], [1.823414, -1.966357, 0.391209], [-0.823690, 2.677110, -2.422162], [-1.864108, -1.077423, 0.006948], [2.319130, 0.130413, 2.584791], [1.387465, -2.342708, 2.072065], [-2.059866, 1.611478, -0.949176], [-0.551068, 1.256250, -3.244615], [0.621064, 1.870994, -1.954074], [1.709040, 0.432978, 0.892595], [-0.656047, 0.620823, -0.365303], [-0.338251, 0.656967, 2.210174], [-0.145658, -0.923168, 2.528568], [2.987229, -1.770445, 1.557514]],
  "forces_ev_per_a": [[0.5, 1.0, 0.9], [0.2, 0.6, -0.1], [-0.5, 0.0, -0.3], [0.3, 0.6, -0.3], [-1.1, -0.4, 0.7], [-1.0, 0.9, -0.6], [1.7, 0.0, 0.3], [-0.4, -2.0, 0.1], [-0.9, 0.4, -0.4], [0.0, 0.0, 0.3], [-0.3, -0.2, -1.1], [0.6, 0.1, -0.7], [0.0, 0.0, 0.0], [0.0, 0.0, 0.7], [0.7, -0.5, 0.1], [0.2, -0.5, -0.1], [0.1, 0.3, 0.2], [-0.2, 0.2, 0.2], [0.5, 0.1, -0.2], [-0.2, -0.3, 0.0], [-0.3, -0.3, 0.3]],
  "lowdin_charge": [0.069, 0.122, -0.029, -0.155, -0.317, -0.076, -0.109, -0.521, 0.061, 0.075, 0.106, 0.094, 0.067, 0.130, 0.076, 0.069, 0.092, 0.089, 0.050, 0.035, 0.071]
}


No. 4
{
  "formula": "C6H12Cl2Si",
  "method": "the ωB97M-V functional and the def2-TZVPD basis",
  "e_tot_ev": -39333.2517,
  "lumo_ev": [0.76, -1.90],
  "de_lowest_kcal_mol": 64.85,
  "gap_ev": [6.95, 8.09],
  "s_squared": 2.014,
  "total_charge": 0,
  "spin_multiplicity": 3,
  "symbols": ["Cl", "Cl", "Si", "C", "C", "C", "C", "C", "C", "H", "H", "H", "H", "H", "H", "H", "H", "H", "H", "H", "H"],
  "coordinates": [[2.422504, -0.579620, 0.853568], [2.211325, -0.526452, -1.999712], [-0.459197, -0.689767, -0.028996], [-0.449181, -2.408717, 0.782439], [1.936881, 2.544675, 0.392319], [1.233963, 1.904187, -0.476932], [-1.206441, 0.666156, 0.977068], [-1.423551, -0.745630, -1.612167], [1.372931, -0.320412, -0.439417], [0.195618, -3.074652, 0.198034], [1.867009, 3.588791, 0.715910], [-1.844427, 1.475713, 0.370504], [-1.412570, 0.093522, -2.236831], [-1.976798, 0.391984, 1.685756], [-1.401567, -2.820958, 1.033265], [-0.435393, 1.198599, 1.481137], [0.052559, -2.549965, 1.887519], [-2.456434, -0.776232, -1.391544], [2.552959, 2.047901, 1.032792], [-1.117421, -1.681384, -2.171673], [0.337231, 2.262266, -1.053034]],
  "forces_ev_per_a": [[0.5, -0.1, 0.6], [-1.1, 0.4, 1.2], [0.0, -0.3, -0.5], [2.2, 0.1, 2.9], [-0.8, 1.6, 0.2], [-1.7, 3.6, -1.6], [-2.1, 1.9, -1.1], [1.1, -2.3, -0.1], [0.1, -3.6, -0.9], [-0.5, -0.1, -0.2], [-0.6, 0.1, -0.5], [1.8, -1.7, 0.7], [0.8, 1.4, -1.1], [0.1, -0.6, 0.5], [-0.9, -0.4, -0.6], [0.5, 0.6, 0.6], [-0.8, 1.1, -2.6], [-1.3, -0.7, 0.6], [2.2, -1.4, 1.3], [-0.5, 1.1, 0.3], [1.0, -0.6, 0.2]],
  "lowdin_charge": [0.649, 0.563, 0.396, -0.199, -0.106, -0.118, -0.196, -0.186, -1.254, 0.024, 0.067, 0.094, 0.011, 0.023, 0.002, -0.002, 0.089, 0.016, -0.019, 0.063, 0.084]
}